No. 1
The following is a quantum chemistry calculation of a 8-piece molecular cluster, C53H54F10N7O6P overall, from the OMol25 dataset.

Molecular weight in g mol⁻¹: 1106.0
SMILES: O=COCCCCO[P@@](=O)(OCCCC(F)(F)C(F)(F)F)OC(F)(F)c1cccc(C(F)(F)F)c1.c1ccncc1.c1ccncc1.c1ccncc1.c1ccncc1.c1ccncc1.c1ccncc1.c1ccncc1

```
! wB97M-V def2-TZVPD RIJCOSX def2/J DEFGRID3
* xyz 0 1
O 1.1314 5.3227 5.2004
C 1.3006 4.4857 4.2862
O 0.2877 4.3476 3.2442
C 0.4792 3.0465 2.6097
C 1.7289 3.0564 1.5893
C 1.2912 3.4304 0.0902
C 2.5013 4.0098 -0.8250
O 2.8364 3.1569 -1.9571
P 3.6500 1.7346 -1.4196
O 4.2274 1.9216 -0.0053
O 2.4439 0.5287 -1.2822
C 1.6469 0.4113 -2.4967
C 0.0559 0.3903 -2.2609
C -0.4011 -0.8512 -1.3072
C -2.0141 -0.9269 -1.1682
F -2.4392 -2.0476 -1.9735
F -2.6763 0.2612 -1.5817
C -2.4635 -1.3132 0.3430
F -3.8535 -1.6688 0.4025
F -1.7663 -2.4758 0.8065
F -2.2436 -0.2551 1.2576
O 4.8132 1.4026 -2.6192
C 5.8417 0.5256 -2.1515
F 6.7519 1.1600 -1.2324
F 6.6542 0.2311 -3.3112
C 5.3139 -0.8906 -1.6239
C 5.2799 -2.0773 -2.6589
C 4.8248 -3.5281 -2.2575
C 4.3586 -3.8380 -0.8017
C 4.3977 -2.6440 0.2115
C 3.9221 -2.9720 1.7184
F 4.5519 -4.1535 2.2212
F 2.5178 -3.2917 1.6227
F 4.1454 -1.8759 2.6094
C 4.8657 -1.1990 -0.1751
H 2.2077 3.7922 4.2798
H -0.4741 2.7218 2.0399
H 0.6712 2.2521 3.4235
H 2.5835 3.7127 1.9665
H 2.1222 1.9671 1.5642
H 0.4775 4.2512 0.1794
H 0.8254 2.5124 -0.4133
H 3.4149 4.3349 -0.1989
H 2.0914 4.9938 -1.2771
H 1.8652 1.1949 -3.2988
H 1.9201 -0.6151 -2.9626
H -0.3737 1.3294 -1.7710
H -0.4313 0.3257 -3.3084
H -0.0317 -1.8450 -1.7601
H 0.0054 -0.6529 -0.2588
H 5.6002 -1.9488 -3.7577
H 4.8202 -4.4072 -2.9931
H 4.0484 -4.9001 -0.5402
H 4.8935 -0.3998 0.6353
C 9.9340 -4.8330 -4.9948
C 9.3714 -5.4831 -3.9060
C 8.0828 -5.1388 -3.5314
N 7.3453 -4.2083 -4.1587
C 7.9146 -3.5932 -5.2081
C 9.1938 -3.8682 -5.6629
H 10.9400 -5.0756 -5.3196
H 9.9209 -6.2403 -3.3608
H 7.5984 -5.6212 -2.6883
H 7.2979 -2.8442 -5.6953
H 9.6015 -3.3416 -6.5168
C -6.6284 1.8875 0.4478
C -6.9685 2.7301 1.4964
C -6.1177 2.7938 2.5884
N -4.9822 2.0838 2.6944
C -4.6772 1.2744 1.6662
C -5.4598 1.1433 0.5294
H -7.2684 1.8114 -0.4250
H -7.8735 3.3243 1.4658
H -6.3387 3.4403 3.4317
H -3.7552 0.7108 1.7791
H -5.1641 0.4765 -0.2708
C -2.2910 -6.6872 2.8839
C -2.2330 -5.4072 2.3518
C -1.6506 -5.2411 1.1053
N -1.1341 -6.2487 0.3814
C -1.2019 -7.4766 0.9207
C -1.7668 -7.7465 2.1568
H -2.7403 -6.8579 3.8564
H -2.6314 -4.5575 2.8924
H -1.5845 -4.2625 0.6462
H -0.7756 -8.2709 0.3162
H -1.7957 -8.7583 2.5417
C -12.2381 0.9725 0.9086
C -12.4103 2.1431 0.1835
C -11.3841 3.0739 0.1886
N -10.2314 2.9117 0.8584
C -10.0913 1.7714 1.5531
C -11.0559 0.7783 1.6085
H -13.0180 0.2190 0.9284
H -13.3204 2.3280 -0.3732
H -11.4699 4.0030 -0.3655
H -9.1524 1.6678 2.0860
H -10.8877 -0.1233 2.1842
C -0.0853 8.8937 2.9818
C 0.6212 9.7714 2.1725
C 1.6891 9.2748 1.4446
N 2.0848 7.9920 1.4787
C 1.3860 7.1619 2.2716
C 0.3002 7.5619 3.0349
H -0.9291 9.2442 3.5664
H 0.3481 10.8174 2.1082
H 2.2708 9.9207 0.7947
H 1.7243 6.1317 2.2842
H -0.2296 6.8506 3.6551
C -0.1215 -2.0892 6.4308
C 0.9414 -1.2908 6.8276
C 1.2088 -0.1449 6.0965
N 0.5008 0.2382 5.0214
C -0.5214 -0.5535 4.6582
C -0.8713 -1.7163 5.3247
H -0.3633 -2.9937 6.9784
H 1.5483 -1.5523 7.6854
H 2.0274 0.5132 6.3693
H -1.0752 -0.2219 3.7854
H -1.7080 -2.3155 4.9876
C -1.6410 -2.4061 -7.1064
C -0.8275 -3.3862 -6.5579
C 0.2447 -2.9868 -5.7770
N 0.5476 -1.7034 -5.5209
C -0.2561 -0.7734 -6.0672
C -1.3537 -1.0719 -6.8583
H -2.4909 -2.6793 -7.7223
H -1.0220 -4.4371 -6.7322
H 0.9073 -3.7168 -5.3234
H 0.0125 0.2554 -5.8477
H -1.9678 -0.2812 -7.2710
*
```

***

No. 2
The following is a quantum chemistry calculation of C52H63O4SSbSe4Ta as an isolated structure, from the OMol25 dataset.

Molecular weight in g mol⁻¹: 1402.7

```
! wB97M-V def2-TZVPD RIJCOSX def2/J DEFGRID3
* xyz -1 1
Ta -0.3576 2.0391 0.8277
C 2.9995 1.7177 3.2228
O 1.9808 1.1318 2.4166
C 2.1051 -0.2336 2.2503
C 2.8165 -0.7302 1.1561
C 3.4664 0.2013 0.1539
C 2.6743 0.3637 -1.1359
C 3.3266 0.3911 -2.3574
C 2.6358 0.4926 -3.5652
C 1.2572 0.3467 -3.5038
C 0.5631 0.2848 -2.3022
C -0.8521 -0.3194 -2.3162
C -2.0099 0.4081 -1.6703
C -2.9190 1.1155 -2.4384
C -3.9744 1.8540 -1.8852
C -4.1111 1.7849 -0.4914
C -3.2238 1.0393 0.3169
C -3.5496 1.0195 1.8062
C -2.8772 -0.0395 2.6326
C -3.5711 -1.1473 3.0986
C -2.9569 -2.1296 3.8685
C -1.6364 -1.9079 4.2510
C -0.9091 -0.8173 3.8058
C 0.5293 -0.5673 4.2043
C 1.4414 -1.0938 3.1195
C 1.5687 -2.4618 2.9271
C 2.3217 -2.9985 1.8872
C 2.9065 -2.1092 0.9938
C 2.4663 -4.5145 1.7890
C 1.0866 -5.1514 1.5659
C 3.0571 -5.0407 3.1072
C 3.3922 -4.9485 0.6513
C -1.5100 0.0783 2.9095
O -0.8080 1.0191 2.3132
C -3.6488 -3.4373 4.2441
C -2.8496 -4.5980 3.6302
C -5.0785 -3.5129 3.7033
C -3.6980 -3.6043 5.7681
C -2.1543 0.3354 -0.2848
O -1.2890 -0.4795 0.4260
C -1.5391 -1.8742 0.4179
C -4.9144 2.6910 -2.7645
C -6.3515 2.1840 -2.5556
C -4.5239 2.5487 -4.2398
C -4.9246 4.1681 -2.4917
C 1.2761 0.4901 -1.0986
O 0.6764 0.8060 0.0295
C 3.3877 0.7239 -4.8699
C 4.4692 -0.3470 -5.0670
C 2.4637 0.6985 -6.0896
C 4.0389 2.1101 -4.7851
H 3.9828 1.3252 2.9543
H 2.9514 2.7880 3.0264
H 2.7992 1.5466 4.2851
H 3.5933 1.1784 0.6218
H 4.4580 -0.1774 -0.1060
H 4.4102 0.3636 -2.3410
H 0.6766 0.2684 -4.4137
H -1.1175 -0.5069 -3.3584
H -0.7380 -1.2957 -1.8395
H -2.7394 1.1274 -3.5044
H -4.9030 2.3453 -0.0084
H -3.3094 2.0120 2.2166
H -4.6322 0.9100 1.9029
H -4.6144 -1.2365 2.8259
H -1.1369 -2.6107 4.9095
H 0.6663 0.5110 4.3056
H 0.7499 -1.0480 5.1595
H 1.0507 -3.1142 3.6206
H 3.4570 -2.4690 0.1331
H 0.3925 -4.8817 2.3619
H 0.6609 -4.8182 0.6180
H 1.1724 -6.2401 1.5414
H 2.3910 -4.8508 3.9478
H 3.2234 -6.1182 3.0428
H 4.0111 -4.5546 3.3153
H 2.9961 -4.6532 -0.3209
H 4.3873 -4.5193 0.7730
H 3.4898 -6.0354 0.6585
H -2.8013 -4.4962 2.5447
H -1.8304 -4.6242 4.0158
H -3.3228 -5.5550 3.8615
H -5.0918 -3.4288 2.6161
H -5.5200 -4.4752 3.9672
H -5.7037 -2.7277 4.1297
H -2.6964 -3.6399 6.1961
H -4.2348 -2.7722 6.2250
H -4.2107 -4.5323 6.0307
H -2.4295 -2.1205 -0.1671
H -0.6696 -2.3950 0.0036
H -1.6806 -2.2158 1.4461
H -6.4210 1.1082 -2.7248
H -6.7097 2.4100 -1.5519
H -7.0160 2.6864 -3.2597
H -4.5729 1.5116 -4.5745
H -5.2104 3.1410 -4.8444
H -3.5225 2.9592 -4.3691
H -4.9733 4.4679 -1.4420
H -4.0180 4.7188 -2.7904
H -5.7643 4.6407 -3.0040
H 4.0229 -1.3428 -5.0841
H 4.9880 -0.1860 -6.0146
H 5.2135 -0.3168 -4.2720
H 1.9920 -0.2790 -6.2059
H 1.6919 1.4649 -6.0151
H 3.0464 0.8995 -6.9903
H 4.7205 2.1684 -3.9378
H 4.6022 2.3351 -5.6949
H 3.2771 2.8778 -4.6505
Se -2.4993 5.9263 -0.5506
Sb -1.0212 4.2965 0.6384
Se 0.2625 3.3848 2.5633
Se -0.9802 3.3793 -1.6047
Se -1.1760 6.6597 0.9311
S 1.9957 3.5118 0.5941
C 3.1907 3.8803 -0.7074
C 4.5154 3.4709 -0.5717
C 5.4551 3.8073 -1.5353
C 5.0848 4.5715 -2.6319
C 3.7757 5.0197 -2.7473
C 2.8283 4.6735 -1.7957
H 4.8171 2.9158 0.3077
H 6.4809 3.4766 -1.4164
H 5.8200 4.8285 -3.3847
H 3.4866 5.6438 -3.5845
H 1.8112 5.0459 -1.8569
*
```

***

No. 3
The following is a quantum chemistry calculation of an isolated ion of composition C10H25N4O and charge +1, from the OMol25 dataset.

Molecular weight in g mol⁻¹: 217.3
Energy relative to the best compared isomer or geometry (same formula, charge and spin) in kcal per mole: 0.0
SMILES: CCN[C@@](C(N)=O)(N(C)C)[NH+](CC)CC

```
! wB97M-V def2-TZVPD RIJCOSX def2/J DEFGRID3
* xyz 1 1
C -3.2120 1.6112 0.7541
C -1.7817 1.4401 0.2620
N -1.2631 0.1453 0.7056
C -0.2193 -0.4906 0.0342
C 0.1588 -1.8611 0.6631
N -0.8701 -2.5738 1.1197
O 1.3140 -2.2358 0.6214
N -0.5004 -0.6735 -1.3752
C 0.4312 -1.5203 -2.1157
C -1.8608 -1.0995 -1.6856
N 1.1700 0.3139 0.1233
C 1.4240 0.9338 1.4494
C 1.6035 -0.0491 2.5945
C 1.4008 1.2980 -0.9623
C 2.8616 1.3392 -1.3798
H -3.2494 1.5870 1.8406
H -3.6025 2.5673 0.4197
H -3.8547 0.8237 0.3701
H -1.7443 1.4664 -0.8265
H -1.1752 2.2731 0.6415
H -1.2014 0.0924 1.7134
H -1.8114 -2.2186 1.0962
H -0.7047 -3.5114 1.4550
H 1.4672 -1.2750 -1.9063
H 0.2854 -2.5866 -1.9111
H 0.2475 -1.3504 -3.1754
H -2.5856 -0.5858 -1.0665
H -2.0524 -0.8537 -2.7287
H -1.9869 -2.1814 -1.5590
H 1.8383 -0.4788 0.0383
H 2.3449 1.5126 1.3497
H 0.6144 1.6323 1.6680
H 0.6836 -0.5688 2.8507
H 2.3606 -0.7927 2.3594
H 1.9303 0.5011 3.4731
H 0.7739 1.0196 -1.8099
H 1.0765 2.2780 -0.6082
H 3.5120 1.6446 -0.5635
H 3.1950 0.3699 -1.7439
H 2.9823 2.0576 -2.1854
*
```

***

| no. | orbital gap (eV) | largest force on an atom (Eh/bohr) | energy (eV) |
| --- | --- | --- | --- |
| 1 | 9.1 | 0.095 | -115009.7591 |
| 2 | 5.7 | 0.144 | -343446.2948 |
| 3 | 10.5 | 0.015 | -18778.0680 |